{"formula": "C24H33ClI2P3Re", "method": "wB97M-V/def2-TZVPD", "spin_multiplicity": 4, "lumo_ev": [-11.7, -13.4], "total_charge": 3, "homo_lumo_gap_ev": [3.86, 2.16], "s_squared": 3.81, "species": ["I", "I", "Re", "P", "C", "C", "H", "H", "H", "H", "H", "H", "C", "H", "H", "H", "P", "C", "C", "H", "H", "H", "C", "H", "H", "H", "H", "H", "H", "Cl", "C", "C", "C", "C", "C", "C", "P", "C", "C", "C", "C", "C", "C", "C", "C", "C", "C", "C", "C", "H", "H", "H", "H", "H", "H", "H", "H", "H", "H", "H", "H", "H", "H", "H"], "coordinates": [[-0.15032, 0.30343, -7.43962], [-0.15123, 3.03694, -7.74548], [-0.15328, 1.72674, -0.84138], [-2.34742, 2.16824, -1.14536], [-3.41138, 1.96906, -2.63019], [-3.18620, 0.89494, -0.06901], [-4.28172, 0.94966, 0.09146], [-4.24009, 3.58916, -0.22358], [-2.75953, 0.94407, 0.94128], [-2.68459, 3.83839, 0.64386], [-3.15531, 1.01101, -3.10398], [-2.96847, -0.11119, -0.45151], [-3.13977, 3.66627, -0.34603], [-4.50084, 1.99161, -2.42447], [-2.91765, 4.52563, -0.99341], [-3.15286, 2.78798, -3.31091], [2.02665, 2.16314, -1.11908], [3.09068, 1.95332, -2.60628], [2.81208, 3.65069, -0.32000], [2.40749, 0.91312, 0.98076], [3.93895, 0.92700, 0.11537], [2.60134, -0.15347, -0.42833], [2.84048, 0.85161, -0.03109], [2.34826, 3.82433, 0.66525], [3.90947, 3.56440, -0.18941], [4.17849, 1.97487, -2.39137], [2.83974, 2.77518, -3.28824], [2.60048, 4.51044, -0.97050], [2.83968, 0.99620, -3.08751], [-0.20518, 2.64575, 1.13545], [2.77964, -1.26679, 4.01923], [2.86922, -2.04711, 2.84983], [2.07726, -1.80502, 1.74268], [1.09476, -0.77188, 1.76941], [1.04156, 0.05000, 2.92963], [1.84292, -0.20911, 4.02342], [-0.06192, -0.35616, 0.27508], [0.47240, -1.73395, -0.82238], [1.15932, -1.57984, -2.05317], [1.67145, -2.70647, -2.71476], [1.52892, -3.99447, -2.16174], [0.86777, -4.13744, -0.93034], [0.35199, -3.04142, -0.25669], [-1.44591, -1.07707, 1.34559], [-2.25299, -2.11900, 0.80111], [-3.27841, -2.67844, 1.55772], [-3.61796, -2.18948, 2.83023], [-2.89301, -1.08476, 3.32942], [-1.86130, -0.50952, 2.58919], [3.42231, -1.46224, 4.88428], [3.60202, -2.85471, 2.79559], [2.23727, -2.41924, 0.84676], [0.36688, 0.91310, 2.96295], [1.76539, 0.43463, 4.89787], [1.27026, -0.57415, -2.52125], [2.19054, -2.59268, -3.67762], [1.94457, -4.87530, -2.66534], [0.74911, -5.11316, -0.47470], [-0.10428, -3.14315, 0.71470], [-2.03348, -2.50734, -0.19381], [-3.83213, -3.52226, 1.14505], [-4.43209, -2.63633, 3.42094], [-3.15308, -0.66823, 4.31204], [-1.36696, 0.39052, 3.01242]], "forces_ev_per_a": [[-0.012, 2.171, -0.407], [0.000, -2.157, 0.086], [-0.240, -1.699, 0.167], [-7.269, 0.377, 1.155], [0.763, 0.050, -0.740], [0.196, -0.531, 0.493], [0.467, 0.591, -0.686], [0.721, -0.410, -0.331], [-0.083, 0.074, -0.410], [-0.173, -0.064, -0.463], [-0.176, 0.252, -0.014], [-0.108, 0.360, 0.048], [0.799, 0.488, -0.175], [0.795, 0.052, 0.304], [-0.130, -0.012, 0.322], [-0.240, -0.210, -0.127], [7.229, -0.133, 1.307], [-0.742, 0.100, -0.704], [-0.755, 0.504, -0.131], [0.222, 0.107, -0.522], [-0.558, 0.376, -0.611], [0.275, 0.557, 0.176], [-0.200, -0.262, 0.349], [0.175, -0.056, -0.437], [-0.677, -0.376, -0.310], [-0.786, 0.047, 0.280], [0.243, -0.229, -0.096], [0.125, -0.015, 0.320], [0.181, 0.306, 0.048], [-0.052, 1.144, 1.066], [-0.680, 0.182, -0.824], [0.442, 0.117, 1.014], [-0.978, 0.763, -0.736], [1.241, 0.988, 0.324], [-0.221, -0.247, -1.035], [0.796, -0.497, 0.513], [0.868, -3.286, 1.985], [-0.044, -0.741, -0.008], [-0.624, 0.042, 0.321], [0.024, -0.284, -0.021], [-0.137, 0.640, 0.236], [0.067, -0.012, -0.304], [0.408, 0.969, -1.137], [-2.008, 0.292, -0.695], [0.684, 0.743, 0.608], [-0.408, -0.159, 0.377], [0.648, 0.414, -0.255], [-0.390, -0.358, -0.118], [0.666, 0.056, -0.295], [-0.315, 0.096, -0.411], [-0.225, 0.234, 0.043], [-0.055, 0.401, 0.562], [0.576, -0.473, 0.064], [0.013, -0.141, -0.163], [-0.058, -0.752, 0.402], [-0.247, -0.010, 0.550], [-0.214, 0.468, 0.176], [0.110, -0.025, -0.115], [0.057, -0.249, -0.043], [-0.208, 0.051, 0.312], [0.101, 0.243, 0.081], [0.514, 0.228, -0.403], [0.153, -0.141, -0.538], [-0.547, -0.954, -0.425]]}

{"formula": "C24H33FN3S", "method": "wB97M-V/def2-TZVPD", "spin_multiplicity": 1, "lumo_ev": -3.3, "total_charge": 1, "homo_lumo_gap_ev": 7.30, "species": ["C", "C", "C", "C", "C", "C", "C", "C", "C", "F", "C", "C", "C", "C", "C", "C", "N", "S", "N", "C", "H", "H", "H", "H", "H", "H", "H", "H", "H", "H", "H", "H", "H", "H", "H", "C", "C", "C", "N", "C", "C", "C", "C", "C", "H", "H", "H", "H", "H", "H", "H", "H", "H", "H", "H", "H", "H", "H", "H", "H", "H", "H"], "coordinates": [[-4.37827, -3.99960, 2.69433], [-4.16380, -3.28395, 1.66150], [-3.61156, -2.31316, 0.50368], [-2.60992, -1.22859, 1.19087], [-1.58084, -1.95082, 2.19483], [-0.34767, -1.02647, 2.62485], [-0.45134, 0.39768, 3.18954], [-1.90229, 1.08751, 3.39332], [-2.21339, 1.93506, 2.04668], [-1.78306, 1.96015, 4.55094], [0.82367, 1.23657, 3.55818], [2.26886, 0.70322, 3.36772], [3.45741, 1.68952, 3.74971], [4.85521, 0.99997, 3.99183], [6.04821, 0.56803, 3.85704], [2.39891, -0.73022, 2.78598], [3.62114, -1.41276, 2.49306], [3.14798, -2.92366, 1.89052], [1.43675, -2.89819, 1.91292], [1.12389, -1.59734, 2.42564], [-4.27478, -4.64132, 3.62790], [-3.09055, -2.94973, -0.28435], [-4.52928, -1.79020, 0.05144], [-2.03792, -0.62194, 0.40462], [-3.30965, -0.48460, 1.71793], [-1.11820, -2.87959, 1.69510], [-2.08550, -2.29446, 3.16918], [-2.63319, 0.23482, 3.57053], [-1.97355, 3.03191, 2.26735], [-1.57429, 1.54876, 1.16976], [-3.32277, 1.85564, 1.76989], [0.61810, 2.28423, 3.97710], [3.50804, 2.57169, 3.00679], [3.16045, 2.17787, 4.75417], [7.03887, 0.00187, 3.90740], [0.76171, 0.46456, -6.13513], [-0.44180, 1.08302, -5.43585], [-0.22523, 1.54238, -3.99682], [0.02343, 0.44181, -2.96339], [-0.80805, -0.79419, -3.21754], [1.51707, 0.07178, -2.86289], [2.01265, 0.76489, -1.60988], [0.83536, 0.64253, -0.66984], [-0.33910, 0.99750, -1.55701], [1.08150, -0.46550, -5.65943], [0.50458, 0.22856, -7.16941], [1.60607, 1.15888, -6.15052], [-1.29418, 0.40124, -5.50141], [-0.73442, 1.96678, -6.01362], [-1.13593, 2.05835, -3.67891], [0.60633, 2.24895, -3.92313], [-0.44876, -1.28452, -4.12084], [-1.85079, -0.49138, -3.32347], [-0.69308, -1.46850, -2.36682], [1.58924, -1.01415, -2.76355], [2.04429, 0.39611, -3.75872], [2.23289, 1.81726, -1.81742], [2.91701, 0.30262, -1.21054], [0.91611, 1.31047, 0.19067], [0.73997, -0.38152, -0.29391], [-0.44118, 2.08226, -1.63613], [-1.28423, 0.56381, -1.22644]], "forces_ev_per_a": [[1.723, 2.467, -3.498], [0.281, -1.802, 3.075], [-0.781, -0.573, 1.508], [-0.739, -0.528, 0.185], [0.903, 0.543, 0.383], [1.913, 2.507, 0.712], [1.901, -2.376, -0.692], [2.235, -0.365, -0.851], [-0.371, 0.101, 0.704], [-0.619, -1.405, -1.991], [1.718, -2.892, -1.237], [-3.984, 0.030, -0.272], [0.342, -0.390, 1.132], [3.583, -0.712, -1.955], [-4.124, 0.795, 1.079], [-0.153, -0.607, -0.392], [-4.617, -0.261, -0.069], [-1.633, 1.928, 0.847], [1.737, 4.385, 1.535], [0.064, 0.385, 0.182], [-0.624, 1.228, -1.905], [-0.707, 0.797, 1.088], [1.521, -0.749, 0.518], [-0.770, -1.046, 0.944], [1.253, -1.157, -0.609], [-0.827, 1.397, 0.743], [0.505, 0.479, -1.653], [0.690, 1.514, 0.184], [-0.249, -1.556, -0.395], [-0.989, 0.633, 1.505], [1.606, 0.190, 0.388], [0.579, -1.802, -0.633], [0.247, -1.654, 0.968], [0.407, -0.801, -1.567], [-2.067, 1.329, -0.094], [0.043, -0.078, 0.008], [0.191, -0.115, -0.177], [-0.478, -0.147, -0.207], [-0.054, 0.025, 0.403], [0.240, 0.438, -0.031], [0.018, 0.098, -0.076], [0.257, 0.068, -0.009], [-0.131, -0.109, 0.315], [0.162, 0.023, -0.100], [0.061, 0.021, -0.083], [0.067, 0.019, 0.092], [-0.008, -0.089, 0.006], [0.001, 0.106, 0.099], [-0.045, 0.014, 0.282], [0.147, -0.099, 0.112], [-0.029, -0.160, 0.111], [-0.088, 0.052, 0.057], [0.113, -0.090, -0.015], [0.013, 0.148, -0.058], [-0.105, 0.141, -0.071], [-0.245, -0.124, -0.038], [0.015, -0.078, 0.031], [-0.050, 0.024, -0.138], [-0.122, -0.114, -0.017], [0.050, 0.072, 0.046], [-0.020, -0.170, -0.142], [0.044, 0.095, -0.266]]}